1.
ORCA calculation (ωB97M-V/def2-TZVPD) on a structure of composition C31H61Cl2F6N6O5SbSi2Sr at a distorted geometry.

Results
molar mass	1048.312	g/mol
strongest force on any atom	4.76	eV Å⁻¹
DFT total energy	-116795.948	eV
energy relative to the best compared isomer or geometry (same formula, charge and spin)	431.92	kJ/mol
Kohn-Sham gap (alpha / beta)	0.2534 / 0.3187	hartree
lowest unoccupied orbital energy (alpha / beta)	-3.25 / -3.28	eV
HOMO level (alpha / beta)	-0.3727 / -0.4394	Ha

```
! wB97M-V def2-TZVPD RIJCOSX def2/J DEFGRID3
* xyz 1 2
Sr -1.53 -1.06 1.01
N -4.44 -0.66 -2.40
C -3.46 -0.01 -1.79
N -2.86 -0.81 -0.94
C -3.56 -1.99 -1.07
N -4.52 -1.93 -1.96
C -3.29 -3.22 -0.30
C -4.06 -4.36 -0.51
N -3.87 -5.47 0.19
C -2.91 -5.45 1.11
C -2.15 -4.32 1.34
N -2.34 -3.19 0.64
H -5.09 -0.34 -3.10
H -3.19 1.02 -1.98
H -4.85 -4.35 -1.26
H -2.75 -6.35 1.68
H -1.38 -4.30 2.11
Cl 1.10 -2.94 2.07
C 1.22 -2.01 3.56
Cl 0.94 -0.30 3.20
H 2.21 -2.12 3.97
H 0.45 -2.34 4.25
F -2.84 0.14 2.22
Sb -3.68 -1.44 3.05
F -3.12 -1.03 4.79
F -5.14 -0.33 3.46
F -4.07 -3.23 3.38
F -4.54 -1.62 1.37
F -1.79 -1.98 2.96
O -0.44 0.82 0.60
N 0.53 0.52 -0.24
C 4.19 -2.97 0.01
C 3.27 -3.64 -1.01
C 3.94 -3.64 -2.38
C 2.92 -5.05 -0.59
O 2.01 -2.93 -1.08
Si 1.59 -1.48 -1.64
O 0.52 -0.91 -0.44
O 2.89 -0.54 -1.79
C 3.33 0.53 -2.66
C 2.30 1.65 -2.67
C 4.64 1.01 -2.06
C 3.55 -0.03 -4.06
O 0.79 -1.51 -3.04
C -0.06 -2.45 -3.72
C 0.77 -3.16 -4.78
C -1.17 -1.62 -4.36
C -0.64 -3.45 -2.73
H 5.17 -3.44 -0.02
H 3.78 -3.07 1.01
H 4.29 -1.91 -0.23
H 4.84 -4.26 -2.35
H 4.23 -2.63 -2.67
H 3.27 -4.05 -3.14
H 3.83 -5.63 -0.40
H 2.35 -5.56 -1.36
H 2.33 -5.03 0.33
H 2.15 2.02 -1.66
H 1.34 1.27 -3.04
H 2.64 2.46 -3.32
H 4.48 1.37 -1.04
H 5.05 1.83 -2.66
H 5.37 0.20 -2.03
H 2.60 -0.37 -4.48
H 4.24 -0.88 -4.03
H 3.97 0.74 -4.70
H 1.19 -2.44 -5.49
H 0.15 -3.87 -5.34
H 1.59 -3.71 -4.31
H -0.74 -0.91 -5.07
H -1.70 -1.07 -3.59
H -1.87 -2.26 -4.90
H 0.16 -4.08 -2.32
H -1.38 -4.09 -3.22
H -1.10 -2.91 -1.91
C 2.13 2.47 1.33
C 1.04 3.48 0.93
C 0.78 3.32 -0.58
C 1.54 4.91 1.21
Si -0.55 3.24 1.92
C -0.46 3.44 3.81
C 0.94 3.11 4.37
C -1.51 2.58 4.54
C -0.72 4.93 4.09
C -2.22 3.75 1.18
C -2.49 2.98 -0.10
C -3.39 3.50 2.14
C -2.15 5.27 0.89
H 3.01 2.66 0.71
H 1.81 1.44 1.15
H 2.43 2.57 2.37
H 1.73 3.44 -1.10
H 0.11 4.08 -0.96
H 0.39 2.33 -0.81
H 2.44 5.07 0.62
H 1.80 5.07 2.26
H 0.81 5.67 0.91
H 1.23 2.08 4.20
H 0.91 3.26 5.46
H 1.71 3.76 3.97
H -1.45 1.53 4.28
H -2.53 2.91 4.34
H -1.35 2.66 5.62
H 0.03 5.57 3.63
H -0.68 5.08 5.17
H -1.71 5.26 3.75
H -2.27 1.93 0.07
H -1.86 3.32 -0.92
H -3.54 3.11 -0.40
H -3.51 2.45 2.38
H -4.31 3.84 1.65
H -3.30 4.06 3.07
H -1.36 5.53 0.19
H -2.01 5.85 1.80
H -3.11 5.57 0.45
*
```

2.
ORCA calculation (ωB97M-V/def2-TZVPD) on a cluster of 4 separate species, C31H61N5O8S2 in total at a distorted geometry.

Results
molar mass	695.990	g/mol
strongest force on any atom	3.54	eV Å⁻¹
DFT total energy	-78626.828	eV
Kohn-Sham gap	0.3386	hartree
lowest unoccupied orbital energy	-0.05	eV
HOMO level	-0.3405	Ha
SMILES	CCCCCCCCCCCCCCCCCCCC[C@@]1(N=C=S)C[C@](S)(COCC)NC1=O.C[N+](=O)[O-].C[N+](=O)[O-].C[N+](=O)[O-]

```
! wB97M-V def2-TZVPD RIJCOSX def2/J DEFGRID3
* xyz 0 1
C -7.57 3.30 -3.29
C -6.11 3.08 -2.81
C -5.28 2.43 -3.98
C -3.94 3.19 -4.27
C -2.70 2.26 -4.08
C -1.45 2.94 -4.71
C -0.50 3.65 -3.69
C -1.21 4.22 -2.43
C -0.11 4.85 -1.50
C 0.18 3.97 -0.24
C 1.18 4.74 0.66
C 1.78 3.92 1.85
C 2.03 2.42 1.53
C 2.54 1.71 2.84
C 4.09 1.59 2.89
C 4.74 0.71 1.76
C 5.25 -0.67 2.31
C 4.41 -1.87 1.80
C 2.93 -1.83 2.31
C 2.35 -3.26 2.23
C 0.78 -3.36 2.03
N 0.30 -4.08 3.26
C -0.88 -4.24 3.30
S -2.39 -4.09 3.71
C 0.00 -2.14 1.54
C 0.06 -2.12 -0.05
S 1.00 -0.61 -0.59
C -1.37 -1.95 -0.71
O -1.38 -1.21 -1.90
C -0.98 -2.00 -3.02
C -0.39 -1.03 -4.09
N 0.68 -3.39 -0.35
C 0.70 -4.26 0.75
O 0.69 -5.44 0.72
H -7.58 4.08 -4.07
H -7.98 2.36 -3.67
H -8.17 3.64 -2.42
H -5.68 4.07 -2.58
H -6.05 2.42 -1.93
H -5.09 1.37 -3.78
H -5.92 2.48 -4.88
H -3.84 4.11 -3.67
H -3.95 3.47 -5.33
H -2.94 1.34 -4.65
H -2.55 1.94 -3.04
H -0.86 2.12 -5.18
H -1.71 3.62 -5.54
H -0.09 4.52 -4.23
H 0.36 3.01 -3.42
H -1.72 3.46 -1.83
H -1.86 5.04 -2.77
H -0.33 5.89 -1.21
H 0.84 4.86 -2.07
H 0.58 3.02 -0.63
H -0.77 3.75 0.27
H 0.60 5.56 1.12
H 1.95 5.21 0.03
H 1.21 4.04 2.78
H 2.77 4.36 2.05
H 1.08 1.95 1.27
H 2.81 2.31 0.76
H 2.25 2.36 3.69
H 2.04 0.75 3.04
H 4.56 2.59 2.92
H 4.32 1.12 3.86
H 5.63 1.27 1.42
H 4.08 0.58 0.89
H 5.28 -0.69 3.42
H 6.30 -0.77 1.98
H 4.34 -1.73 0.70
H 4.90 -2.84 1.99
H 2.97 -1.48 3.36
H 2.43 -1.09 1.68
H 2.85 -3.89 1.48
H 2.58 -3.74 3.19
H 0.36 -1.15 1.86
H -1.08 -2.06 1.74
H 0.13 0.40 -0.33
H -2.00 -1.37 0.00
H -1.88 -2.92 -0.83
H -1.81 -2.60 -3.44
H -0.19 -2.72 -2.75
H -1.00 -1.01 -5.00
H -0.44 -0.01 -3.67
H 0.67 -1.23 -4.29
H 0.24 -3.97 -1.06
C 2.14 5.03 6.68
N 2.22 4.25 5.42
O 3.25 4.32 4.78
O 1.23 3.60 5.12
H 3.08 5.56 6.82
H 1.32 5.73 6.58
H 1.97 4.33 7.49
C -2.70 -5.90 -0.31
N -3.70 -5.25 -1.21
O -4.15 -4.17 -0.87
O -3.99 -5.86 -2.23
H -2.54 -5.25 0.55
H -3.11 -6.85 0.00
H -1.78 -6.02 -0.88
C 1.68 -8.48 1.41
N 2.62 -9.57 1.80
O 3.72 -9.58 1.27
O 2.22 -10.38 2.61
H 2.17 -7.84 0.69
H 0.80 -8.95 0.99
H 1.44 -7.92 2.31
*
```

3.
ORCA calculation (ωB97M-V/def2-TZVPD) on a cluster of 8 separate species, C31H61NO26 in total.

Results
molar mass	863.810	g/mol
strongest force on any atom	0.83	eV Å⁻¹
DFT total energy	-87861.050	eV
energy relative to the best compared isomer or geometry (same formula, charge and spin)	0.00	kJ/mol
Kohn-Sham gap	0.3675	hartree
lowest unoccupied orbital energy	0.33	eV
HOMO level	-0.3554	Ha
SMILES	CCOCCO[C@]1(CCCN)COC(=O)O1.COC(=O)OC.COC(=O)OC.COC(=O)OC.COC(=O)OC.COC(=O)OC.COC(=O)OC.COC(=O)OC

```
! wB97M-V def2-TZVPD RIJCOSX def2/J DEFGRID3
* xyz 0 1
C -8.41 10.03 0.14
C -7.06 9.33 0.04
O -6.29 9.93 -1.00
C -5.29 9.11 -1.53
C -4.20 8.77 -0.52
O -3.24 7.96 -1.19
C -2.56 7.07 -0.36
C -3.34 5.77 -0.18
C -3.30 4.83 -1.40
C -4.55 4.88 -2.27
N -4.39 5.82 -3.40
C -2.03 7.67 0.95
O -0.93 6.79 1.19
C -0.38 6.54 -0.04
O 0.73 6.14 -0.22
O -1.29 6.79 -1.00
H -8.59 10.37 1.15
H -8.45 10.89 -0.52
H -9.23 9.35 -0.10
H -6.53 9.44 0.99
H -7.18 8.26 -0.13
H -5.69 8.18 -1.96
H -4.82 9.67 -2.34
H -4.64 8.24 0.33
H -3.74 9.69 -0.16
H -4.38 6.02 0.03
H -2.98 5.25 0.72
H -3.18 3.81 -1.03
H -2.44 5.03 -2.04
H -4.76 3.90 -2.70
H -5.43 5.13 -1.66
H -5.17 5.67 -4.03
H -4.47 6.77 -3.07
H -1.67 8.68 0.77
H -2.75 7.59 1.75
C -3.53 0.85 -8.24
O -3.25 2.26 -8.21
C -2.86 2.71 -7.02
O -2.71 2.04 -6.03
O -2.63 4.01 -7.11
C -2.18 4.61 -5.88
H -3.84 0.64 -9.26
H -2.63 0.28 -8.00
H -4.32 0.60 -7.55
H -1.24 4.16 -5.57
H -2.93 4.50 -5.11
H -2.04 5.66 -6.09
C 1.72 0.56 -0.66
O 1.82 0.72 -2.08
C 0.69 0.47 -2.74
O -0.35 0.12 -2.24
O 0.91 0.67 -4.03
C -0.23 0.46 -4.87
H 2.70 0.78 -0.25
H 0.99 1.25 -0.25
H 1.45 -0.47 -0.41
H -1.04 1.13 -4.61
H -0.56 -0.57 -4.82
H 0.11 0.68 -5.88
C 0.90 -1.90 5.21
O 0.96 -1.78 3.79
C -0.19 -2.01 3.16
O -1.22 -2.33 3.67
O 0.03 -1.84 1.86
C -1.11 -2.06 1.03
H 1.89 -1.67 5.58
H 0.18 -1.19 5.63
H 0.63 -2.92 5.51
H -1.91 -1.37 1.28
H -1.47 -3.09 1.11
H -0.79 -1.87 0.01
C 0.50 4.42 2.93
O 1.73 4.15 3.62
C 1.94 2.86 3.86
O 1.20 1.95 3.56
O 3.10 2.74 4.50
C 3.43 1.39 4.85
H 0.45 5.50 2.82
H 0.49 3.95 1.95
H -0.35 4.07 3.52
H 3.52 0.77 3.97
H 2.68 0.98 5.52
H 4.39 1.44 5.36
C -0.17 -8.64 -0.36
O 0.16 -7.25 -0.38
C 0.63 -6.78 0.78
O 0.81 -7.42 1.78
O 0.86 -5.48 0.63
C 1.37 -4.83 1.81
H -0.53 -8.88 -1.35
H 0.70 -9.25 -0.13
H -0.95 -8.84 0.37
H 2.31 -5.27 2.11
H 0.65 -4.91 2.62
H 1.51 -3.79 1.55
C 5.98 -12.85 0.35
O 5.83 -11.55 -0.22
C 4.91 -10.79 0.38
O 4.24 -11.11 1.33
O 4.88 -9.61 -0.24
C 3.94 -8.68 0.32
H 6.75 -13.34 -0.23
H 6.30 -12.77 1.39
H 5.05 -13.41 0.29
H 4.19 -8.45 1.36
H 2.93 -9.07 0.27
H 4.01 -7.78 -0.28
C 7.64 -8.10 1.29
O 8.32 -8.39 2.51
C 7.62 -8.07 3.60
O 6.52 -7.58 3.61
O 8.34 -8.39 4.67
C 7.70 -8.11 5.92
H 8.30 -8.41 0.49
H 6.71 -8.67 1.22
H 7.43 -7.04 1.21
H 6.77 -8.67 6.01
H 7.50 -7.04 6.01
H 8.40 -8.42 6.69
*
```

4.
ORCA calculation (ωB97M-V/def2-TZVPD) on a cluster of 4 separate species, C31H62BCl2N4O7P2 in total at a distorted geometry.

Results
molar mass	746.524	g/mol
strongest force on any atom	1.44	eV Å⁻¹
DFT total energy	-97742.744	eV
Kohn-Sham gap	0.1838	hartree
lowest unoccupied orbital energy	1.85	eV
HOMO level	-0.1160	Ha

```
! wB97M-V def2-TZVPD RIJCOSX def2/J DEFGRID3
* xyz -1 1
C -5.73 1.28 2.82
C -6.04 -0.15 2.36
O -5.10 -0.59 1.38
C -3.96 -1.23 1.97
C -2.78 -1.13 1.00
O -1.63 -0.63 1.61
C -0.90 -1.60 2.39
P 1.03 -1.57 2.09
C 1.07 -3.05 3.38
C 0.73 -2.95 0.65
C 1.70 -3.30 -0.42
O 2.79 -3.80 -0.25
C 1.26 -3.15 -1.86
C 0.07 -3.75 -2.26
C -0.38 -3.64 -3.58
C 0.36 -2.88 -4.48
C 1.56 -2.29 -4.07
C 2.02 -2.42 -2.77
B 0.81 -0.11 0.73
O 0.43 1.18 1.14
N 0.85 -0.29 -0.76
C 1.60 0.75 -1.45
C -0.50 -0.35 -1.33
C 3.00 -1.73 1.92
Cl 3.56 -0.70 0.55
C 3.97 -1.48 3.09
C 3.87 -2.31 4.35
Cl 5.71 -2.00 2.46
P 1.34 -0.07 3.84
C 2.34 1.41 3.31
C -0.24 0.81 4.26
C -0.95 0.21 5.49
H -6.65 1.85 2.91
H -5.04 1.75 2.13
H -5.27 1.26 3.80
H -5.99 -0.84 3.20
H -7.03 -0.24 1.93
H -3.66 -0.72 2.88
H -4.24 -2.26 2.16
H -2.61 -2.09 0.50
H -3.06 -0.43 0.22
H -1.14 -1.53 3.46
H -1.30 -2.58 2.13
H 1.19 -2.63 4.38
H 1.89 -3.73 3.22
H 0.14 -3.61 3.40
H 0.47 -3.87 1.15
H -0.17 -2.62 0.15
H -0.53 -4.31 -1.57
H -1.31 -4.10 -3.86
H 0.00 -2.76 -5.49
H 2.12 -1.69 -4.77
H 2.93 -1.96 -2.44
H 1.11 1.83 0.99
H 0.97 1.57 -1.80
H 2.15 0.33 -2.29
H 2.35 1.20 -0.80
H -0.95 -1.33 -1.20
H -0.40 -0.22 -2.41
H -1.16 0.42 -0.93
H 3.21 -2.76 1.66
H 4.20 -0.45 3.32
H 3.05 -1.96 4.96
H 4.78 -2.17 4.93
H 3.78 -3.36 4.15
H 1.71 2.24 2.99
H 2.90 1.75 4.18
H 3.05 1.19 2.51
H 0.01 1.83 4.53
H -0.91 0.90 3.41
H -2.03 0.22 5.35
H -0.67 0.75 6.38
H -0.64 -0.83 5.61
C -2.74 -2.27 -7.61
O -2.20 -2.70 -6.60
N -2.43 -1.08 -8.16
C -3.09 -0.56 -9.34
C -1.41 -0.28 -7.51
H -3.53 -2.82 -8.15
H -2.35 -0.40 -10.13
H -3.58 0.38 -9.12
H -3.83 -1.27 -9.70
H -0.46 -0.82 -7.49
H -1.69 -0.05 -6.49
H -1.28 0.65 -8.07
C -3.24 3.65 -8.04
O -4.09 2.79 -8.13
N -2.67 4.04 -6.89
C -1.65 5.08 -6.84
C -3.09 3.39 -5.65
H -2.86 4.20 -8.92
H -0.73 4.67 -6.43
H -1.99 5.90 -6.21
H -1.46 5.45 -7.84
H -2.90 2.32 -5.71
H -4.15 3.54 -5.50
H -2.53 3.81 -4.82
C 4.45 1.96 7.06
O 3.32 1.78 6.68
N 5.02 3.18 7.22
C 6.39 3.34 7.67
C 4.23 4.35 6.92
H 5.14 1.13 7.31
H 6.42 3.91 8.60
H 6.98 3.86 6.92
H 6.84 2.36 7.85
H 3.34 4.38 7.55
H 3.90 4.33 5.88
H 4.82 5.25 7.09
*
```

Which value of DFT total energy does entry 4 give?
-97742.744 eV